Below is one molecule with the formula CH2N2O3S2 in a non-equilibrium geometry, with properties calculated with ωB97M-V/def2-TZVPD.

Structure (XYZ):
```
10
Properties=species:S:1:pos:R:3:mulliken_charge:R:1
C -0.87809 0.54381 -0.25596 0.5369
N 0.11668 1.27460 -0.73266 -0.2918
N -0.30177 -0.52534 0.34208 -0.0036
O -2.07692 0.62170 -0.35193 -0.5834
O 1.73660 0.71042 1.29227 -0.4617
O 2.20277 -0.58939 -0.64562 -0.4577
S -0.80251 -2.03170 -0.05147 -0.0815
S 1.28554 0.08121 0.15093 0.8848
H 0.06271 2.31427 -0.98463 0.2801
H -1.34503 -2.39958 1.23699 0.1779
```

Results
calculated total energy = -31860.0306 eV
strongest force on any atom = 4.687 eV/Å
2S+1 = 1
net charge = 0
Kohn-Sham gap = 0.394 Ha
E_HOMO = -0.38321 Eh